A cluster of 2 separate species, C4H7ClS in total in a non-equilibrium geometry. Source: OMol25; level of theory: ωB97M-V/def2-TZVPD.

Positions of all 13 atoms, in Å:
C  -1.4861  0.0152  1.0439
S  2.8388  -0.9685  -0.0084
H  -1.2858  -0.3677  2.1429
H  -2.3318  -0.7204  0.5721
C  0.4009  -0.8587  -0.4987
H  -0.6253  0.3811  -2.0666
H  -1.9308  1.0543  1.0121
H  0.3447  0.7987  0.8524
Cl  3.0533  1.0358  0.2340
H  0.4501  -1.9292  -0.7020
H  0.8725  0.9411  -1.4875
C  -0.0345  0.3798  -1.2676
C  -0.2658  0.2386  0.1734

Highest occupied orbital energy (spin up / spin down)   -6.34 / -9.38 eV
ΔE to the lowest compared entry with this formula, charge and spin   262.28 kJ/mol
Gap between HOMO and LUMO (spin up / spin down)   6.0 / 6.8 eV
Multiplicity   3
Maximum force   4.49 eV/Å

Let us look at the Mulliken charges, expressed in e, one per atom: C -1.297; S 0.084; H 0.272; H 0.257; C -0.567; H 0.347; H 0.300; H 0.238; Cl -0.098; H 0.443; H 0.146; C -0.494; C 0.368